DFT (the ωB97M-V functional and the def2-TZVPD basis) results for a cluster of 14 separate species, H28O14 in total at a distorted geometry.

Energy above the lowest of the compared OMol25 structures with the same formula, charge and spin (kcal/mol): 27.7
Gap between HOMO and LUMO (eV): 9.3
HOMO (Ha): -0.3711
Energy (eV): -29120.45142
LUMO (eV): -0.78
Net charge: 0
2S+1: 1

```
42
Properties=species:S:1:pos:R:3:forces:R:3
O -0.976643 3.405795 0.518287 0.37 0.43 -0.18
H -1.589373 3.984275 0.972347 -0.17 0.09 -0.01
H -1.018023 2.582715 1.005167 -0.29 -0.07 0.41
O -2.844603 -2.164835 -2.074293 -0.39 -0.05 -0.36
H -3.622043 -2.581835 -1.702913 -0.40 0.12 -0.05
H -2.121703 -2.477015 -1.530053 0.47 0.04 0.17
O 0.832287 -1.773605 3.138547 0.24 -0.19 0.39
H -0.065673 -1.781795 2.807147 -0.32 -0.03 -0.30
H 1.275707 -1.107115 2.613757 0.18 0.17 -0.20
O -0.642683 -2.473225 -0.568113 -0.26 -0.45 -0.09
H 0.174657 -2.469185 -1.066273 0.54 0.22 -0.20
H -0.721233 -3.370145 -0.243143 0.24 -0.38 0.19
O -0.168453 2.505815 -1.907733 1.01 -0.09 -0.56
H -0.391903 2.844975 -1.040983 -0.27 0.46 0.43
H -0.678223 1.699715 -1.988753 -0.37 -0.06 0.00
O 0.037017 -0.065235 0.425897 -0.07 0.44 0.38
H -0.448303 -0.841865 0.147417 -0.13 -0.34 0.08
H 0.793667 -0.032385 -0.159453 0.19 0.27 -0.28
O 2.088287 -0.982345 -1.281793 -0.49 -0.19 -0.61
H 2.350317 -1.695125 -1.864473 0.14 -0.10 -0.33
H 2.677397 -1.057195 -0.531073 0.53 -0.15 0.91
O -1.842253 -2.127515 1.983267 0.03 0.20 0.03
H -2.321563 -2.475965 2.734977 -0.25 -0.04 0.31
H -1.903223 -2.815075 1.320097 -0.07 -0.01 -0.05
O -1.101693 1.372795 2.373517 -0.28 0.43 0.73
H -1.302773 0.683855 3.006887 -0.06 -0.05 0.21
H -0.718283 0.909625 1.628737 0.61 -0.67 -0.46
O 3.100147 1.708755 -2.288523 0.50 0.24 -0.15
H 2.233587 1.718595 -1.882063 -0.61 0.11 0.00
H 3.378197 0.794185 -2.238743 -0.06 -0.16 0.03
O 3.600077 -0.577055 1.158287 -0.21 -0.90 -0.23
H 4.509667 -0.561335 0.860557 0.34 0.05 0.09
H 3.221027 0.231885 0.814527 -0.09 1.06 0.03
O -1.808693 0.403845 -2.564243 0.18 0.36 -0.11
H -1.021113 0.076165 -2.998483 0.19 -0.08 -0.33
H -2.225513 -0.377735 -2.201433 -0.58 -0.73 -0.01
O 2.547927 1.970315 0.765817 0.04 -0.31 0.07
H 2.498907 2.844355 0.378657 0.01 0.19 -0.39
H 2.285287 2.096635 1.677577 -0.21 0.03 0.34
O -3.045333 0.792605 0.024047 -0.48 -0.11 0.15
H -2.561673 0.916965 -0.792563 0.20 0.26 -0.29
H -2.463193 0.263715 0.569597 0.06 -0.03 0.25
```
Forces are in eV/Å.

=====

DFT (the ωB97M-V functional and the def2-TZVPD basis) results for a cluster of 2 separate species, CH6S2 in total.

Energy above the lowest of the compared OMol25 structures with the same formula, charge and spin (kcal/mol): 6.2
SMILES string: CS.S
Gap between HOMO and LUMO (eV): 10.2
HOMO (Ha): -0.3432
Energy (eV): -22804.35951
LUMO (eV): 0.88
Net charge: 0
2S+1: 1

```
9
Properties=species:S:1:pos:R:3:forces:R:3
C -0.133687 -1.811554 -0.997083 -0.15 -0.08 -0.10
H -1.074217 -1.529964 -0.519419 0.13 0.00 -0.06
H -0.207257 -1.673285 -2.077387 0.04 0.00 0.17
H 0.051779 -2.868815 -0.796689 0.01 0.14 0.00
H 0.855481 0.329993 -0.643933 0.26 -0.19 -0.24
H -1.571512 1.394205 1.942999 0.04 0.00 -0.05
H -0.324187 0.707419 0.616847 -0.15 0.05 0.29
S 1.269640 -0.898636 -0.300402 0.05 -0.09 -0.09
S -1.077638 1.805497 0.766657 -0.22 0.17 0.07
```
Forces are in eV/Å.

=====

DFT (the ωB97M-V functional and the def2-TZVPD basis) results for a structure of composition C28H30N6PdSeSi at a distorted geometry.

Gap between HOMO and LUMO (alpha / beta) (eV): 6.2 / 5.0
⟨S²⟩: 2.03
HOMO (alpha / beta) (Ha): -0.2255 / -0.2924
Energy (eV): -115166.12194
LUMO (alpha / beta) (eV): 0.05 / -2.98
Net charge: 0
2S+1: 3

```
67
Properties=species:S:1:pos:R:3:forces:R:3
Pd -0.319390 0.374905 -0.521182 -0.63 -0.56 0.73
C -1.969799 4.195299 0.264875 -0.06 -0.01 0.00
C -2.743360 2.916371 0.331157 0.22 0.09 -0.13
C -4.067438 2.909530 0.762321 -0.15 -0.20 0.06
C -4.776966 1.717429 0.785468 0.01 0.21 0.01
C -4.171877 0.565179 0.336744 0.31 -0.25 -0.09
C -2.836661 0.635159 -0.084195 -0.95 0.71 0.31
N -2.133436 1.793789 -0.057131 -0.21 -0.34 -0.09
N -2.124923 -0.426593 -0.545496 0.66 0.24 0.01
Si -2.718176 -1.637408 -1.675621 0.12 -1.13 -0.85
C -1.325265 -1.862235 -2.940426 -0.38 -0.05 0.28
C -4.269193 -1.095453 -2.613350 0.18 0.16 0.45
C -3.020822 -3.237820 -0.716729 -0.02 0.44 -0.13
H -2.641444 5.051498 0.264004 -0.03 0.00 -0.02
H -1.350522 4.218440 -0.630660 0.06 0.02 0.03
H -1.309363 4.284458 1.124873 0.04 0.01 -0.01
H -4.536860 3.833019 1.068597 0.04 0.04 -0.01
H -5.801483 1.700568 1.132815 -0.02 -0.01 -0.01
H -4.673603 -0.392004 0.320110 -0.08 0.04 0.04
H -0.768798 -0.932584 -3.069006 -0.04 0.00 -0.05
H -1.715068 -2.165937 -3.913616 -0.10 0.00 0.01
H -0.625953 -2.627392 -2.606505 0.06 0.00 0.03
H -4.080258 -0.202947 -3.212137 0.07 0.02 -0.01
H -5.120845 -0.876786 -1.968674 -0.02 -0.03 0.02
H -4.573797 -1.890857 -3.294738 0.09 -0.08 -0.01
H -2.114088 -3.554044 -0.201236 0.06 0.03 -0.02
H -3.320149 -4.037821 -1.394760 -0.02 -0.01 -0.06
H -3.806987 -3.116648 0.030471 -0.05 -0.01 0.01
Se 1.279772 1.459773 -2.796482 0.24 0.26 -0.03
N 1.239307 1.514924 -0.946845 0.27 -0.22 -0.18
C 1.275424 2.839661 -0.592310 0.20 0.18 -0.06
C 1.159840 3.327415 0.709521 0.05 0.11 -0.05
C 1.362773 4.679033 0.946796 -0.03 -0.17 0.15
C 1.652378 5.552453 -0.099677 0.06 0.12 -0.17
C 1.709339 5.107399 -1.407081 0.00 0.07 0.14
C 1.507900 3.745792 -1.680808 -0.18 -0.38 0.16
N 1.490657 3.215786 -2.922371 0.18 0.36 -0.45
H 0.871197 2.657674 1.509450 0.09 0.03 0.04
H 1.283207 5.060630 1.956615 0.01 0.00 0.02
H 1.835242 6.597645 0.112973 -0.05 0.02 0.01
H 1.913812 5.786863 -2.222629 -0.01 -0.02 -0.04
N 1.804234 0.277119 1.861849 0.30 -0.17 0.42
C 2.681052 -0.765419 2.190821 -0.01 0.01 0.01
C 3.766496 -1.050359 1.363481 -0.05 -0.01 0.03
C 4.580998 -2.135868 1.635713 0.00 -0.02 0.00
C 4.337373 -2.944458 2.736723 0.07 -0.11 -0.01
C 3.276816 -2.646387 3.578269 0.00 0.03 -0.01
C 2.454706 -1.564078 3.311838 -0.03 0.03 -0.02
H 1.331855 0.654630 2.670108 0.04 0.16 -0.04
H 2.244677 0.987690 1.296381 -0.15 0.09 -0.03
H 3.960268 -0.414050 0.508157 -0.01 -0.02 -0.05
H 5.414815 -2.356569 0.981374 0.01 0.01 -0.01
H 4.970827 -3.797031 2.939408 0.01 -0.01 -0.01
H 3.092612 -3.262176 4.449291 -0.03 0.01 0.01
H 1.632878 -1.325630 3.977996 -0.05 -0.03 -0.02
N 3.079861 -6.138295 0.080130 -0.01 0.05 -0.02
C 2.572548 -5.113167 -0.040700 0.17 -0.36 0.05
C 1.932220 -3.844835 -0.181782 -0.22 0.30 -0.08
C 2.303347 -2.979077 -1.207594 0.04 -0.09 0.10
C 1.697540 -1.739414 -1.314336 -0.07 0.24 -0.04
C 0.693117 -1.356655 -0.431783 -0.09 0.19 -0.33
C 0.312451 -2.240261 0.574437 -0.13 0.11 0.03
C 0.928162 -3.470716 0.710621 0.14 -0.05 -0.06
H 3.068341 -3.281351 -1.910589 0.04 0.04 0.02
H 2.020846 -1.068068 -2.100107 0.02 -0.06 -0.01
H -0.465887 -1.959821 1.274272 0.02 -0.02 0.01
H 0.643535 -4.149935 1.502917 -0.01 0.03 0.04
```
Forces are in eV/Å.

=====

DFT (the ωB97M-V functional and the def2-TZVPD basis) results for a cluster of 2 separate species, C3H4INO2 in total at a distorted geometry.

Energy above the lowest of the compared OMol25 structures with the same formula, charge and spin (kcal/mol): 74.8
Gap between HOMO and LUMO (eV): 8.0
HOMO (Ha): -0.3440
Energy (eV): -16858.19229
LUMO (eV): -1.38
Net charge: 0
2S+1: 1

```
11
Properties=species:S:1:pos:R:3:forces:R:3
C 3.002680 -2.613101 -0.314288 -0.19 -0.47 0.58
C -0.273821 -0.210500 0.197572 1.19 -1.85 -0.55
C 1.111566 0.114190 -0.162458 -1.10 0.59 -1.85
N 2.071561 0.102178 0.652517 1.25 0.07 2.15
O 2.828490 -3.000315 0.733039 0.13 0.22 -0.61
O 1.973629 -0.143838 1.878484 0.50 -0.01 -1.10
I 4.094769 0.534341 -0.200208 -0.78 0.07 0.38
H -0.865488 -0.198969 -0.693845 -0.50 -0.12 -0.30
H -0.606886 0.457640 0.895492 -1.16 1.94 1.83
H -0.281899 -1.170951 0.702899 -0.23 -0.36 -0.07
H 1.220462 0.512919 -1.146258 0.90 -0.09 -0.47
```
Forces are in eV/Å.

=====

DFT (the ωB97M-V functional and the def2-TZVPD basis) results for a cluster of 14 separate species, C5H36NO14 in total at a distorted geometry.

Energy above the lowest of the compared OMol25 structures with the same formula, charge and spin (kcal/mol): 90.8
Gap between HOMO and LUMO (eV): 9.7
HOMO (Ha): -0.4486
Energy (eV): -35918.08715
LUMO (eV): -2.52
Net charge: +1
2S+1: 1

```
56
Properties=species:S:1:pos:R:3:forces:R:3
O -4.475891 -2.844010 0.504526 -0.15 -0.13 0.09
C -4.140181 -1.786827 0.962019 0.78 0.37 -0.46
C -2.880935 -1.548364 1.759730 0.22 0.82 0.26
C -2.345153 -0.090702 1.584932 -0.89 -0.73 -0.84
C -1.434336 -0.098005 0.384272 0.39 -0.70 -0.27
C -0.291639 0.550674 0.264671 -0.61 0.94 1.08
N 0.753385 0.360373 -0.702612 -0.06 -0.72 -0.57
H -4.642370 -0.840330 0.675128 -0.52 -0.11 0.14
H -3.057162 -1.665356 2.829914 -0.21 -0.44 -0.04
H -2.125021 -2.245760 1.408763 -0.08 -0.25 0.39
H -3.213760 0.519596 1.322055 -0.02 0.32 0.41
H -1.936267 0.214022 2.541525 0.40 0.49 -0.27
H -1.753813 -0.828382 -0.360025 0.26 -0.07 -0.09
H -0.108237 1.375969 0.930645 0.37 -0.17 0.24
H 1.438583 1.136378 -0.714127 -0.50 0.31 -0.29
H 0.338349 0.192052 -1.668880 0.62 0.28 0.62
H 1.359040 -0.477386 -0.543787 -0.46 0.29 -0.04
H 3.144647 2.757593 -1.515566 0.08 0.07 -0.46
H 2.044123 2.527168 -2.603147 0.58 0.21 -0.19
O 2.221174 2.542077 -1.659138 -0.54 -0.21 0.91
H 1.753001 3.519089 1.177825 0.04 0.18 0.06
H 2.288052 2.349848 2.021471 0.26 0.00 -0.05
O 1.549447 2.630433 1.475973 0.20 -0.07 -0.10
H 1.134565 -3.536007 0.739942 0.30 0.37 -0.04
H 1.407277 -2.132182 1.193372 0.04 -0.01 0.12
O 1.875131 -2.926720 0.910775 -0.20 -0.03 0.25
H 1.032119 0.979517 2.989246 -0.50 0.69 0.24
H 1.379810 -0.468263 3.201896 0.14 -0.01 -0.01
O 1.444289 0.243416 2.553933 0.44 -1.03 0.04
H -1.783537 3.750054 1.897349 -0.23 -0.04 -0.48
H -0.659484 4.054291 0.827714 -0.51 -0.27 -0.17
O -0.872139 4.006887 1.762658 0.46 0.29 0.65
H 4.491280 -3.470862 0.412088 -0.09 -0.08 0.22
H 3.753175 -4.766766 0.090850 -0.08 0.01 0.13
O 4.235626 -4.043283 -0.313610 0.28 0.06 -0.51
H 3.192855 2.829101 -4.996279 -0.37 0.70 0.15
H 4.085059 1.995599 -4.249648 0.18 0.09 0.76
O 3.496799 2.749103 -4.080542 0.22 -0.80 -1.16
H -1.009758 -0.888094 -3.004957 0.21 -0.58 -0.33
H 0.414268 -0.622751 -3.709270 -0.28 -0.46 -0.18
O -0.239905 -0.312894 -3.080950 -0.12 0.79 0.15
H -1.239949 4.370487 -1.716366 0.40 0.15 0.41
H -1.558818 3.037565 -2.183095 0.14 -0.58 0.23
O -1.021379 3.452870 -1.495331 -0.55 0.48 -0.60
H -0.990823 -4.432737 0.431156 -0.02 -0.02 0.38
H -1.048871 -3.319941 -0.547578 0.18 0.31 0.00
O -0.712712 -3.511654 0.338523 -0.42 -0.63 -0.56
H -0.592517 3.443247 4.046578 0.14 -0.11 -0.14
H -1.840716 3.667584 4.823957 -0.52 0.30 0.33
O -1.168595 3.007961 4.686439 0.40 -0.21 -0.34
H -2.804607 -1.940388 -3.723755 0.30 0.09 -0.15
H -2.948823 -3.049582 -2.775421 0.35 -0.15 0.32
O -2.263300 -2.448233 -3.101467 -0.74 0.17 -0.18
H 2.909994 -2.049092 -1.676139 0.14 -0.75 0.03
H 3.450582 -1.252651 -0.494192 0.03 -0.27 -0.04
O 2.846562 -1.203986 -1.242053 0.13 0.84 -0.04
```
Forces are in eV/Å.

=====

DFT (the ωB97M-V functional and the def2-TZVPD basis) results for a structure of composition C20H36N4O3PtS2Si at a distorted geometry.

Gap between HOMO and LUMO (alpha / beta) (eV): 7.0 / 5.4
⟨S²⟩: 2.03
HOMO (alpha / beta) (Ha): -0.2398 / -0.2845
Energy (eV): -66226.54629
LUMO (alpha / beta) (eV): 0.43 / -2.33
Net charge: 0
2S+1: 3

```
67
Properties=species:S:1:pos:R:3:forces:R:3
Pt -2.408465 0.282014 1.244532 0.80 -0.46 -0.95
C -1.440980 1.130351 5.287406 -0.99 -0.58 0.09
C -1.644410 1.217759 3.843222 -0.43 -0.17 -1.29
N -2.548983 0.293867 3.190182 0.76 0.97 0.34
N -3.092750 -0.651503 3.908382 -0.40 -0.90 -0.86
C -3.577985 -1.635074 3.109027 -0.70 -1.40 2.17
N -4.269832 -2.623732 3.815094 1.01 0.95 -2.38
S -3.284121 -1.859686 1.432573 -0.10 1.14 0.22
C -1.082354 2.130307 2.951364 1.03 1.51 1.66
C -0.245593 3.238610 3.378613 -0.67 0.03 -0.84
C 0.199189 4.133501 2.430533 0.19 -0.16 1.08
C -0.139119 3.941437 1.097002 0.72 1.32 -0.99
C -0.908337 2.888255 0.729271 -0.58 -1.23 -0.34
N -1.350025 2.028840 1.633050 -1.24 -1.47 -0.74
H -2.365415 1.511640 5.749298 0.33 0.07 0.27
H -0.565144 1.640682 5.653863 0.16 0.10 0.05
H -1.442041 0.060018 5.520491 0.29 0.21 0.30
H -4.434929 -2.520576 4.777448 -0.18 0.16 1.02
H -4.713120 -3.349796 3.281719 -0.05 -0.01 0.20
H -0.059205 3.467570 4.410665 0.07 -0.35 0.32
H 0.824571 4.970791 2.761048 -0.32 -0.28 -0.31
H 0.187725 4.625393 0.317838 0.06 -0.06 0.22
H -1.200554 2.582134 -0.284153 0.19 0.60 0.38
C -0.404569 1.386818 -4.112905 -0.74 0.30 0.49
C 0.867550 1.278738 -3.244130 -0.42 0.73 -0.91
C 1.001293 2.515426 -2.396904 -0.53 0.18 -0.02
C 2.105062 1.119596 -4.127289 0.42 -1.26 0.52
O 0.811741 0.136931 -2.433531 0.24 -0.29 -0.50
Si -0.013303 -0.383796 -1.143726 -0.78 -0.89 -0.26
S -2.030534 0.218544 -1.130369 -0.24 0.32 0.44
O 0.678735 0.188977 0.195729 -0.18 0.29 -0.07
C 1.611837 -0.266594 1.148351 0.34 0.51 -0.35
C 2.123679 1.000562 1.844791 0.98 -0.95 0.79
C 2.790797 -0.951875 0.452230 0.22 0.27 -0.75
C 0.902508 -1.237686 2.081806 1.83 -0.75 0.08
O 0.088937 -2.032945 -1.243214 0.78 -0.01 -0.35
C 0.153719 -2.907791 -2.418865 -0.95 0.23 0.41
C 0.141115 -4.331159 -1.814934 -0.01 0.12 -0.96
C -1.075199 -2.580261 -3.301861 0.70 -1.07 -1.08
C 1.408457 -2.733355 -3.261205 1.31 -0.15 0.24
H -0.325538 2.075466 -4.959610 0.47 -0.06 0.09
H -1.317930 1.756901 -3.554688 1.06 -0.79 -0.29
H -0.559150 0.388424 -4.506271 -0.45 -0.10 -0.18
H 0.908767 3.357531 -3.083450 -0.02 0.31 0.28
H 1.974165 2.541149 -1.924956 0.16 0.08 0.38
H 0.180703 2.516856 -1.654668 0.58 0.23 -0.40
H 2.277159 1.853198 -4.887669 -0.37 0.59 -0.44
H 2.158466 0.114356 -4.576108 -0.35 0.38 -0.04
H 2.970638 1.149258 -3.476600 0.32 0.06 0.27
H 2.634172 1.672337 1.140430 -0.37 -0.15 0.11
H 2.891489 0.671890 2.599021 -0.64 0.44 -0.51
H 1.319289 1.500578 2.372911 0.01 0.15 -0.05
H 3.341408 -0.238363 -0.211649 -0.29 -0.33 0.78
H 2.443551 -1.728822 -0.243192 -0.04 -0.06 0.48
H 3.457883 -1.378599 1.209915 0.04 0.04 -0.29
H -0.104084 -0.951859 2.331603 -0.22 0.34 0.36
H 1.595377 -1.397769 2.942886 -0.89 0.10 -0.19
H 0.864455 -2.195950 1.554158 -0.28 0.00 0.08
H -0.764425 -4.459834 -1.194457 0.75 -0.05 0.01
H 1.116808 -4.507878 -1.325143 -0.73 0.19 0.37
H 0.134456 -5.078965 -2.629908 -0.28 0.33 0.21
H -2.029127 -2.640643 -2.810493 -0.29 -0.25 0.50
H -1.062602 -3.282156 -4.173339 -0.16 0.33 0.63
H -1.032430 -1.591484 -3.756642 0.32 0.15 0.27
H 2.328516 -2.665082 -2.645095 -0.55 0.05 -0.09
H 1.377648 -1.868100 -3.888395 -0.15 0.81 -0.07
H 1.620389 -3.535373 -3.981033 -0.54 -0.32 0.41
```
Forces are in eV/Å.

=====

Number 5 is which compound?
C5H36NO14